Entry 1:
# C3H10NO

2 unconnected molecules or ions with the total composition C3H10NO (the ωB97M-V functional and the def2-TZVPD basis, the Open Molecules 2025 dataset).

Total charge: +2
Multiplicity: 2
Kohn-Sham gap (spin up / spin down) (eV): 10.39 / 6.45
Relative energy (zero: lowest compared OMol25 entry of this formula, charge and spin) (kcal/mol): 70.44

Each line ends with the Löwdin spin population.
Cartesian coordinates (Å):
C 1.90 -0.36 1.41  0.133
C 1.37 -0.45 0.07  0.219
C 0.31 0.34 -0.28  0.446
N -0.40 0.35 -1.55  0.060
H 2.75 -1.07 1.52  0.007
H 2.01 0.63 1.85  0.031
H 1.27 -0.74 2.26  0.066
H 1.83 -1.24 -0.57  0.003
H -0.38 0.89 0.42  0.006
H -0.05 -0.24 -2.34  0.000
H -1.48 0.31 -1.48  0.008
H -0.36 1.28 -2.01  0.016
H -2.73 -0.51 0.71  0.000
H -3.33 0.77 0.03  0.000
O -2.70 0.05 -0.07  0.003


Entry 2:
# C28H32N3

A gas-phase ion, C28H32N3 (charge +1) (the ωB97M-V functional and the def2-TZVPD basis, the Open Molecules 2025 dataset).

SMILES: CN(C)c1ccc([C@H](c2cn(C)c3ccccc23)[N@H+]2CCC[C@@H]2c2ccccc2)cc1
Total charge: +1
Kohn-Sham gap (eV): 7.98
Relative energy (zero: lowest compared OMol25 entry of this formula, charge and spin) (kcal/mol): 18.79

Each line ends with the natural charge from an NBO analysis.
Cartesian coordinates (Å):
C 1.36 -1.12 6.21  -0.402
N 2.08 -1.67 5.07  -0.412
C 3.20 -2.50 5.46  -0.413
C 1.87 -1.25 3.79  0.219
C 2.90 -1.34 2.84  -0.305
C 2.74 -0.78 1.57  -0.142
C 1.48 -0.36 1.15  -0.069
C 1.22 0.29 -0.22  -0.102
C 2.09 -0.23 -1.35  -0.182
C 2.90 -1.39 -1.33  0.036
N 3.29 -1.76 -2.59  -0.347
C 4.14 -2.91 -2.96  -0.404
C 2.69 -0.89 -3.52  0.133
C 2.55 -1.11 -4.89  -0.223
C 1.59 -0.33 -5.55  -0.206
C 0.81 0.60 -4.84  -0.222
C 0.94 0.78 -3.45  -0.225
C 1.90 0.04 -2.77  -0.023
N 1.09 1.73 0.04  -0.378
C 2.27 2.66 -0.12  -0.225
C 1.70 4.07 -0.19  -0.431
C 0.18 3.99 -0.05  -0.434
C -0.25 2.55 -0.32  -0.014
C -1.45 2.08 0.51  -0.100
C -2.53 1.39 -0.06  -0.188
C -3.49 0.78 0.76  -0.201
C -3.46 0.95 2.14  -0.191
C -2.52 1.84 2.68  -0.223
C -1.54 2.43 1.87  -0.161
C 0.40 -0.38 2.06  -0.221
C 0.61 -0.72 3.38  -0.261
H 0.55 -0.44 5.92  0.210
H 0.99 -1.97 6.80  0.203
H 2.06 -0.57 6.87  0.197
H 3.41 -3.29 4.73  0.212
H 4.13 -1.92 5.64  0.192
H 2.93 -2.97 6.42  0.215
H 3.86 -1.78 3.11  0.225
H 3.59 -0.75 0.89  0.215
H 0.21 -0.03 -0.52  0.234
H 3.17 -2.03 -0.49  0.226
H 4.25 -2.91 -4.05  0.223
H 5.14 -2.82 -2.53  0.214
H 3.71 -3.86 -2.58  0.218
H 3.18 -1.86 -5.40  0.223
H 1.49 -0.44 -6.62  0.227
H 0.07 1.18 -5.39  0.222
H 0.29 1.45 -2.89  0.182
H 1.00 1.81 1.05  0.450
H 2.82 2.39 -1.02  0.243
H 2.93 2.53 0.76  0.230
H 1.91 4.49 -1.17  0.232
H 2.16 4.76 0.53  0.240
H -0.31 4.65 -0.78  0.251
H -0.14 4.36 0.93  0.225
H -0.36 2.37 -1.40  0.226
H -2.60 1.34 -1.15  0.226
H -4.26 0.16 0.30  0.234
H -4.18 0.43 2.78  0.236
H -2.54 2.06 3.75  0.229
H -0.86 3.16 2.30  0.207
H -0.62 -0.20 1.69  0.226
H -0.22 -0.66 4.07  0.221


Entry 3:
# C8H21BF4NO4Zn

A molecular structure, C8H21BF4NO4Zn (the ωB97M-V functional and the def2-TZVPD basis, the Open Molecules 2025 dataset).

Total charge: +1
Kohn-Sham gap (eV): 11.09

Each line ends with the natural charge from an NBO analysis.
Cartesian coordinates (Å):
Zn 23.59 -24.88 19.34  1.742
B 20.57 -24.70 19.24  1.354
F 21.71 -25.41 19.87  -0.638
F 21.10 -24.22 18.02  -0.582
F 19.57 -25.61 19.06  -0.531
F 20.26 -23.67 20.09  -0.548
C 22.75 -21.87 18.82  -0.260
O 23.55 -23.00 18.50  -0.643
C 23.89 -23.06 17.10  -0.082
C 24.52 -24.40 16.80  -0.249
N 23.58 -25.46 17.34  -0.751
C 24.12 -26.83 17.20  -0.254
C 23.71 -27.68 18.42  -0.072
O 23.96 -26.93 19.61  -0.635
C 23.72 -27.69 20.80  -0.251
H 21.85 -21.84 18.21  0.220
H 23.33 -20.94 18.75  0.188
H 22.40 -21.96 19.85  0.213
H 24.54 -22.23 16.84  0.210
H 22.96 -22.97 16.52  0.209
H 25.48 -24.53 17.28  0.196
H 24.58 -24.52 15.72  0.224
H 22.76 -25.39 16.74  0.424
H 25.20 -26.87 17.13  0.211
H 23.67 -27.34 16.34  0.225
H 24.34 -28.58 18.42  0.200
H 22.65 -27.98 18.38  0.204
H 23.83 -27.00 21.64  0.200
H 24.44 -28.50 20.89  0.195
H 22.68 -28.03 20.82  0.210
C 24.60 -23.62 21.96  -0.103
C 25.75 -24.40 21.40  -0.097
O 25.57 -24.48 19.96  -0.808
O 23.39 -24.24 21.49  -0.779
H 24.65 -22.58 21.61  0.190
H 24.65 -23.60 23.05  0.211
H 25.85 -25.40 21.82  0.201
H 26.68 -23.88 21.65  0.212
H 26.39 -24.18 19.55  0.518
H 22.68 -23.93 22.07  0.527


Entry 4:
# C2H4S3

2 unconnected molecules or ions with the total composition C2H4S3 (the ωB97M-V functional and the def2-TZVPD basis, the Open Molecules 2025 dataset).

Total charge: 0
Kohn-Sham gap (spin up / spin down) (eV): 7.00 / 7.02
Relative energy (zero: lowest compared OMol25 entry of this formula, charge and spin) (kcal/mol): 82.98

Each line ends with the natural charge from an NBO analysis.
Cartesian coordinates (Å):
C -0.06 1.17 1.08  -0.237
C -0.52 0.00 0.29  -0.720
S -1.11 2.06 2.06  0.050
S -3.97 1.19 3.02  -0.100
S 1.60 1.62 0.74  0.132
H -0.04 -0.86 0.55  0.242
H -0.20 -0.04 -0.78  0.247
H -1.59 -0.27 0.60  0.258
H 2.07 0.72 -0.13  0.128


Entry 5:
# C4H3N6O3

2 unconnected molecules or ions with the total composition C4H3N6O3 (the ωB97M-V functional and the def2-TZVPD basis, the Open Molecules 2025 dataset).

Total charge: -1
Kohn-Sham gap (spin up / spin down) (eV): 7.07 / 7.07

Each line ends with the natural charge from an NBO analysis.
Cartesian coordinates (Å):
C -1.45 -1.06 0.51  0.148
C 0.55 0.55 -0.92  0.143
C 2.20 1.26 0.23  0.787
C -0.19 -0.39 -1.69  0.375
N -0.43 -1.13 1.50  -0.482
N -2.54 -1.06 1.18  -0.451
N -1.05 -1.25 2.73  -0.088
N -2.29 -1.27 2.53  -0.114
N 0.38 1.88 -0.96  -0.188
N 1.58 0.15 -0.11  -0.655
O 3.23 1.44 0.82  -0.673
O 1.40 2.34 -0.19  -0.344
O -1.02 0.02 -2.66  -0.632
H 0.19 -1.42 -1.89  0.225
H 0.58 -1.04 1.56  0.441
H -1.15 0.98 -2.63  0.508


Entry 6:
# C5H9NO

C5H9NO in the gas phase (the ωB97M-V functional and the def2-TZVPD basis, the Open Molecules 2025 dataset).

SMILES: C[C@H]1CC/C1=N\O
Total charge: 0
Kohn-Sham gap (eV): 10.51
Relative energy (zero: lowest compared OMol25 entry of this formula, charge and spin) (kcal/mol): 68.49

Each line ends with the natural charge from an NBO analysis.
Cartesian coordinates (Å):
C 0.11 -0.13 1.97  -0.598
C 0.76 0.04 0.60  -0.254
C 0.74 -1.25 -0.27  -0.391
C -0.35 -0.62 -1.18  -0.478
C -0.10 0.68 -0.48  0.236
N -0.48 1.87 -0.71  -0.141
O -1.23 1.88 -1.89  -0.584
H 0.78 -0.70 2.63  0.212
H -0.83 -0.70 1.90  0.204
H -0.11 0.83 2.45  0.219
H 1.74 0.51 0.70  0.220
H 1.69 -1.42 -0.78  0.211
H 0.44 -2.17 0.25  0.205
H -1.37 -0.90 -0.89  0.228
H -0.25 -0.67 -2.26  0.234
H -1.57 2.78 -1.94  0.475


Entry 7:
# C3H35NO15

15 unconnected molecules or ions with the total composition C3H35NO15 (the ωB97M-V functional and the def2-TZVPD basis, the Open Molecules 2025 dataset).

Total charge: 0
Kohn-Sham gap (eV): 9.56
Relative energy (zero: lowest compared OMol25 entry of this formula, charge and spin) (kcal/mol): 61.00

Each line ends with the natural charge from an NBO analysis.
Cartesian coordinates (Å):
O -1.01 1.03 1.29  -0.617
C -0.91 -0.16 1.51  0.510
C -0.19 -1.20 0.61  -0.183
C 0.06 -0.51 -0.73  -0.607
N 1.01 -1.76 1.22  -0.839
H -1.27 -0.55 2.43  0.135
H -0.90 -1.98 0.23  0.223
H 0.25 -1.26 -1.49  0.227
H 0.98 0.05 -0.65  0.167
H -0.74 0.15 -0.99  0.230
H 0.79 -2.13 2.14  0.382
H 1.59 -0.93 1.33  0.376
H 3.93 1.10 1.12  0.486
H 4.91 0.32 0.29  0.461
O 4.38 0.23 1.09  -0.954
H 1.91 2.42 1.11  0.507
H 2.20 1.37 -0.09  0.492
O 2.40 2.22 0.30  -0.987
H -3.45 -2.21 -1.04  0.507
H -2.16 -2.82 -1.57  0.502
O -2.85 -2.94 -0.90  -0.992
H -2.41 -2.81 0.83  0.506
H -3.53 -2.99 1.72  0.477
O -2.68 -2.53 1.75  -1.005
H 0.76 3.00 -3.11  0.466
H -0.10 2.46 -2.02  0.504
O 0.71 2.22 -2.56  -0.992
H -0.16 -2.92 4.39  0.483
H -1.04 -2.43 3.23  0.510
O -0.38 -2.13 3.88  -0.982
H 0.42 3.56 2.18  0.469
H 0.91 4.84 1.50  0.490
O 1.13 4.21 2.20  -0.963
H -1.23 1.93 -0.03  0.512
H -1.14 3.30 -0.87  0.496
O -1.38 2.36 -0.91  -1.015
H -2.85 -0.58 -2.86  0.490
H -2.81 0.47 -1.75  0.491
O -3.11 -0.43 -1.94  -0.974
H -0.80 -3.01 -2.99  0.474
H -0.75 -1.64 -3.31  0.503
O -1.44 -2.35 -3.30  -0.983
H 0.68 0.53 -3.39  0.520
H 0.97 -0.68 -4.33  0.479
O 0.31 -0.29 -3.74  -0.987
H 1.61 -2.60 -0.91  0.490
H 2.36 -3.67 -1.55  0.471
O 1.57 -3.14 -1.71  -0.966
H 1.37 3.78 -0.43  0.515
H 0.92 5.11 -0.69  0.471
O 0.55 4.30 -0.30  -0.980
H 1.11 -0.59 3.71  0.490
H 0.82 0.86 3.89  0.474
O 1.27 0.26 3.28  -0.958


Entry 8:
# CHClN4OP

A gas-phase ion, CHClN4OP (charge -1) (the ωB97M-V functional and the def2-TZVPD basis, the Open Molecules 2025 dataset).

SMILES: [O-]P(Cl)c1nnn[nH]1
Total charge: -1
Kohn-Sham gap (eV): 7.87
Relative energy (zero: lowest compared OMol25 entry of this formula, charge and spin) (kcal/mol): 18.98

Each line ends with the natural charge from an NBO analysis.
Cartesian coordinates (Å):
O -2.71 0.88 0.63  -1.112
P -1.33 0.71 1.15  1.192
Cl -1.14 -1.26 2.11  -0.532
C -0.14 0.23 -0.13  -0.064
N 0.17 1.06 -1.43  -0.304
N 1.34 0.60 -1.76  -0.072
N 1.80 -0.30 -1.05  -0.163
N 0.91 -0.56 -0.04  -0.378
H 1.11 -1.36 0.53  0.433


Entry 9:
# C26H21NO3

C26H21NO3 in the gas phase (the ωB97M-V functional and the def2-TZVPD basis, the Open Molecules 2025 dataset).

SMILES: O=C(COC(=O)Cc1cccc2ccccc12)Nc1ccccc1-c1ccccc1
Total charge: 0
Kohn-Sham gap (eV): 8.80
Relative energy (zero: lowest compared OMol25 entry of this formula, charge and spin) (kcal/mol): 0.00

Each line ends with the natural charge from an NBO analysis.
Cartesian coordinates (Å):
O -1.63 -3.47 -0.90  -0.593
C -1.31 -2.31 -0.96  0.656
C 0.13 -1.90 -1.32  -0.169
O 0.75 -1.14 -0.29  -0.494
C 0.65 0.19 -0.33  0.825
O 0.01 0.78 -1.17  -0.626
C 1.40 0.84 0.80  -0.528
C 2.70 0.14 1.10  0.019
C 2.89 -0.46 2.32  -0.194
C 4.08 -1.13 2.62  -0.208
C 5.09 -1.19 1.69  -0.207
C 4.93 -0.59 0.43  0.028
C 5.95 -0.65 -0.54  -0.191
C 5.80 -0.07 -1.77  -0.217
C 4.61 0.60 -2.07  -0.204
C 3.60 0.69 -1.15  -0.197
C 3.72 0.09 0.12  -0.092
N -2.11 -1.24 -0.75  -0.650
C -3.42 -1.22 -0.27  0.229
C -4.20 -2.37 -0.16  -0.250
C -5.48 -2.29 0.36  -0.197
C -6.00 -1.08 0.78  -0.229
C -5.22 0.06 0.68  -0.180
C -3.94 0.01 0.15  -0.103
C -3.14 1.25 0.05  -0.073
C -2.68 1.88 1.21  -0.213
C -1.93 3.04 1.13  -0.209
C -1.63 3.58 -0.11  -0.216
C -2.09 2.97 -1.26  -0.187
C -2.84 1.81 -1.18  -0.163
H 0.73 -2.80 -1.44  0.225
H 0.13 -1.32 -2.25  0.216
H 1.55 1.89 0.54  0.245
H 0.75 0.80 1.68  0.252
H 2.11 -0.43 3.06  0.209
H 4.20 -1.60 3.59  0.216
H 6.01 -1.71 1.91  0.211
H 6.87 -1.18 -0.29  0.209
H 6.58 -0.13 -2.51  0.215
H 4.49 1.06 -3.04  0.215
H 2.69 1.21 -1.41  0.214
H -1.71 -0.32 -0.90  0.439
H -3.79 -3.31 -0.48  0.252
H -6.08 -3.19 0.43  0.214
H -6.99 -1.02 1.19  0.213
H -5.61 1.02 1.01  0.216
H -2.92 1.45 2.17  0.219
H -1.57 3.51 2.03  0.213
H -1.04 4.49 -0.17  0.213
H -1.86 3.40 -2.23  0.213
H -3.20 1.34 -2.08  0.212


Entry 10:
# C4H6

C4H6 in the gas phase (the ωB97M-V functional and the def2-TZVPD basis, the Open Molecules 2025 dataset).

SMILES: C#CCC
Total charge: 0
Kohn-Sham gap (eV): 10.99
Relative energy (zero: lowest compared OMol25 entry of this formula, charge and spin) (kcal/mol): 18.59

Each line ends with the natural charge from an NBO analysis.
Cartesian coordinates (Å):
C -2.29 -0.27 0.03  -0.267
C -1.18 0.17 -0.11  0.006
C 0.21 0.43 -0.50  -0.485
C 1.25 -0.15 0.48  -0.599
H -3.25 -0.74 0.03  0.236
H 0.40 1.49 -0.70  0.230
H 0.24 -0.06 -1.48  0.234
H 2.05 -0.66 -0.06  0.213
H 0.79 -0.87 1.16  0.220
H 1.71 0.64 1.09  0.211


Entry 11:
# C32H28CeFN12O3S3Si

A molecular structure, C32H28CeFN12O3S3Si (the ωB97M-V functional and the def2-TZVPD basis, the Open Molecules 2025 dataset).

Total charge: -2
Multiplicity: 2
Kohn-Sham gap (spin up / spin down) (eV): 6.57 / 6.57
Relative energy (zero: lowest compared OMol25 entry of this formula, charge and spin) (kcal/mol): 0.00

Each line ends with the Löwdin spin population.
Cartesian coordinates (Å):
Ce -0.40 -0.74 0.18  1.008
C 2.37 -1.49 -3.23  0.000
C 1.11 -0.91 -2.61  0.001
N 0.17 -1.67 -2.06  -0.003
N 0.17 -2.96 -2.35  0.000
C -0.58 -3.80 -1.65  0.000
N -0.63 -5.07 -2.21  0.000
S -1.43 -3.40 -0.20  -0.002
C 0.93 0.51 -2.54  0.000
C 1.88 1.38 -3.11  0.001
C 1.69 2.73 -2.99  0.000
C 0.55 3.23 -2.38  0.001
C -0.32 2.33 -1.83  0.000
N -0.10 1.04 -1.83  0.000
H 3.28 -0.94 -2.98  0.000
H 2.27 -1.60 -4.33  0.000
H 2.45 -2.49 -2.81  0.000
H 0.18 -5.34 -2.76  0.000
H -1.08 -5.79 -1.67  0.000
H 2.77 0.99 -3.63  0.000
H 2.44 3.40 -3.40  0.000
H 0.38 4.32 -2.27  0.000
H -1.24 2.64 -1.35  0.000
C -5.72 -0.80 -0.38  0.000
Si -4.04 -0.24 -1.10  0.000
C -4.20 1.32 -2.23  0.000
C -3.38 -1.53 -2.23  0.000
N -2.88 0.13 0.20  -0.003
C -3.17 1.29 0.90  0.000
C -4.41 2.01 0.83  0.000
C -4.55 3.32 1.31  0.000
C -3.47 3.97 1.90  0.000
C -2.28 3.23 2.15  0.000
C -2.15 1.96 1.66  0.000
F -0.99 1.31 1.84  0.000
H -6.57 -0.48 -0.96  0.000
H -5.86 -0.48 0.69  0.000
H -5.71 -1.90 -0.41  0.000
H -4.88 1.20 -3.08  0.000
H -3.19 1.41 -2.66  0.000
H -4.47 2.25 -1.75  0.000
H -3.85 -1.51 -3.20  0.000
H -3.58 -2.47 -1.74  0.000
H -2.31 -1.42 -2.39  0.000
H -5.29 1.54 0.36  0.000
H -5.52 3.81 1.18  0.000
H -3.55 5.01 2.21  0.000
H -1.46 3.74 2.69  0.000
O 6.26 -0.01 -0.96  0.000
S 5.51 1.25 -0.96  0.000
O 5.54 2.08 -2.14  0.000
N 3.84 0.82 -0.69  0.000
C 3.43 1.27 0.44  0.000
S 1.79 1.12 1.13  -0.001
C 4.50 1.99 1.22  0.000
C 4.37 2.59 2.49  0.000
C 5.49 3.17 3.03  0.000
C 6.68 3.30 2.35  0.000
C 6.85 2.74 1.10  0.000
C 5.75 2.08 0.57  0.000
H 3.42 2.53 2.99  0.000
H 5.48 3.54 4.06  0.000
H 7.51 3.79 2.89  0.000
H 7.84 2.76 0.59  0.000
N -3.41 -1.34 2.56  0.000
C -2.21 -1.53 3.08  0.000
O -1.16 -1.49 2.32  -0.002
C -2.13 -1.93 4.46  0.000
C -0.94 -1.99 5.20  0.000
N -0.01 -2.04 5.88  0.000
C -3.33 -2.09 5.15  0.000
N -4.40 -2.18 5.59  0.000
H -4.30 -1.45 3.08  0.000
H -3.42 -0.75 1.73  0.000
N 1.66 -2.40 0.55  -0.001
C 2.36 -3.34 0.50  0.000
C 3.16 -4.47 0.25  0.000
C 4.02 -5.16 1.17  0.000
N 4.72 -5.73 1.89  0.000
C 3.01 -4.95 -1.08  0.000
N 2.80 -5.22 -2.20  0.000


Entry 12:
# C4H7ClN2

C4H7ClN2 in the gas phase (the ωB97M-V functional and the def2-TZVPD basis, the Open Molecules 2025 dataset).

SMILES: C/C=N/N=C(/C)Cl
Total charge: 0
Kohn-Sham gap (eV): 10.18
Relative energy (zero: lowest compared OMol25 entry of this formula, charge and spin) (kcal/mol): 82.21

Each line ends with the natural charge from an NBO analysis.
Cartesian coordinates (Å):
C 0.12 -1.89 -1.86  -0.668
C -0.27 -0.79 -0.98  0.130
N -1.14 -0.83 -0.05  -0.242
N -1.13 0.33 0.57  -0.247
C 0.01 0.77 0.89  0.252
C -0.02 2.02 1.74  -0.667
Cl 1.60 -0.16 1.10  -0.095
H -0.50 -2.67 -1.74  0.225
H 1.09 -2.39 -1.60  0.239
H 0.02 -1.47 -2.80  0.220
H 0.30 0.04 -1.17  0.155
H 0.08 2.90 1.02  0.230
H 0.72 2.00 2.58  0.232
H -0.88 2.14 2.30  0.238


> The highest total charge belongs to which entry?

C3H10NO


> Among the records above, which one has the highest total charge?

C3H10NO


Repeat the fourth record exactly.
# C2H4S3

2 unconnected molecules or ions with the total composition C2H4S3 (the ωB97M-V functional and the def2-TZVPD basis, the Open Molecules 2025 dataset).

Total charge: 0
Kohn-Sham gap (spin up / spin down) (eV): 7.00 / 7.02
Relative energy (zero: lowest compared OMol25 entry of this formula, charge and spin) (kcal/mol): 82.98

Each line ends with the natural charge from an NBO analysis.
Cartesian coordinates (Å):
C -0.06 1.17 1.08  -0.237
C -0.52 0.00 0.29  -0.720
S -1.11 2.06 2.06  0.050
S -3.97 1.19 3.02  -0.100
S 1.60 1.62 0.74  0.132
H -0.04 -0.86 0.55  0.242
H -0.20 -0.04 -0.78  0.247
H -1.59 -0.27 0.60  0.258
H 2.07 0.72 -0.13  0.128